1.
# C3H12N2O2

A cluster of 2 separate species, C3H12N2O2 in total (the ωB97M-V functional and the def2-TZVPD basis, OMol25).

Structure (XYZ):
```
19
Properties=species:S:1:pos:R:3:mulliken_charge:R:1
O -1.488 1.050 -0.827 -0.4916
O -1.053 3.847 -0.338 -0.6338
N 1.317 0.308 0.013 -0.8004
N 1.661 -2.161 1.093 -0.6188
C 0.408 -2.018 0.355 -0.5830
C -1.179 -0.062 0.041 -0.9260
C 0.198 -0.615 -0.286 0.3806
H 0.196 -0.734 -1.375 0.2941
H -0.465 -2.150 1.009 0.2512
H 1.224 1.054 -0.678 0.3072
H 0.414 -2.811 -0.391 0.2555
H -0.658 2.952 -0.408 0.2981
H 2.242 -2.857 0.647 0.2427
H -1.173 0.149 1.117 0.3467
H -1.864 -0.874 -0.223 0.4923
H -0.491 4.225 -1.051 0.3153
H 1.032 0.889 0.808 0.2513
H 2.130 -1.269 1.154 0.2921
H -2.451 1.076 -0.661 0.3265
```

HOMO-LUMO gap (eV): 9.6
LUMO level (eV): 0.6
E_HOMO (eV): -8.98


2.
# C3H12N2O2

A cluster of 2 separate species, C3H12N2O2 in total (the ωB97M-V functional and the def2-TZVPD basis, OMol25).

Structure (XYZ):
```
19
Properties=species:S:1:pos:R:3:mulliken_charge:R:1
O -0.417 -1.373 0.816 -0.2473
O 1.424 0.729 0.046 -0.6102
N 0.370 0.213 -2.034 -0.5857
N -1.569 -0.492 1.026 -0.5264
C 0.407 1.077 -0.882 0.4147
C -0.282 -2.396 1.774 -0.6468
C 0.614 2.521 -1.305 -1.3544
H -0.577 0.966 -0.378 0.3126
H 0.577 -2.989 1.463 0.2395
H 0.564 3.171 -0.436 0.3282
H -2.389 -1.098 0.973 0.2616
H -1.172 -3.039 1.801 0.2755
H 1.250 0.255 -2.538 0.2422
H -1.489 -0.138 1.980 0.2606
H 1.596 2.632 -1.761 0.3280
H -0.104 -1.989 2.778 0.3027
H -0.147 2.803 -2.026 0.3572
H 1.145 -0.108 0.454 0.3830
H 0.197 -0.745 -1.750 0.2651
```

HOMO-LUMO gap (eV): 9.7
LUMO level (eV): 0.7
E_HOMO (eV): -8.97


3.
# C3H12N2O3

A cluster of 3 separate species, C3H12N2O3 in total (the ωB97M-V functional and the def2-TZVPD basis, OMol25).

Structure (XYZ):
```
20
Properties=species:S:1:pos:R:3:mulliken_charge:R:1
O -0.773 -2.078 0.187 -0.6900
O 2.347 -0.433 0.436 -0.4987
O -2.514 -0.269 -0.789 -0.9614
N -1.247 0.587 1.870 -0.4716
N 0.295 0.702 0.031 -0.1461
C 2.018 0.818 -1.587 -1.2319
C 0.077 0.350 1.400 -0.4235
C 1.444 -0.058 -0.537 0.7520
H 1.138 -0.934 -1.121 0.2400
H 1.267 0.743 -2.423 0.3436
H -3.498 -0.168 -0.658 0.1664
H 2.043 1.893 -1.286 0.3241
H -0.513 0.392 -0.493 0.2008
H -1.355 -1.326 -0.441 0.3917
H 3.011 0.547 -1.966 0.3599
H 0.755 0.879 2.068 0.4545
H -1.536 -2.689 0.366 0.2921
H -1.331 1.500 2.177 0.2667
H -1.912 0.389 1.128 0.3382
H 0.286 -0.846 1.638 0.2932
```

HOMO-LUMO gap (eV): 3.9
LUMO level (eV): -4.7
E_HOMO (eV): -8.59


4.
# C3H12N2O3

A cluster of 3 separate species, C3H12N2O3 in total (the ωB97M-V functional and the def2-TZVPD basis, OMol25).

Structure (XYZ):
```
20
Properties=species:S:1:pos:R:3:mulliken_charge:R:1
O 0.082 -2.433 -1.862 -1.0158
O 2.349 -1.632 -1.152 -0.7446
O -0.826 0.149 -0.747 -0.5598
N -2.575 0.546 1.376 -0.5058
N 1.312 1.031 -0.777 -0.3739
C -1.466 1.620 1.511 -0.3747
C 0.339 0.362 0.040 0.3277
C -0.184 0.936 1.290 -0.3798
H 3.148 -2.044 -1.475 0.2520
H 1.987 0.388 -1.208 0.3003
H -1.984 -0.155 0.914 0.2728
H -1.628 2.386 0.758 0.2452
H -0.111 -3.173 -2.440 0.1544
H 1.692 1.902 -0.439 0.2235
H 0.776 -0.613 0.266 0.3451
H -1.559 2.154 2.469 0.3604
H -2.819 0.135 2.272 0.2816
H 1.477 -2.006 -1.601 0.4228
H -0.439 -0.479 -1.379 0.3565
H 0.430 0.927 2.184 0.4121
```

HOMO-LUMO gap (eV): 3.7
LUMO level (eV): -3.7
E_HOMO (eV): -7.34